{
  "formula": "C10H14AgF3NO4S",
  "method": "ωB97M-V/def2-TZVPD",
  "e_homo_ha": [-0.5909, -0.5905],
  "energy_ev": -43243.8258,
  "lumo_ev": [-7.17, -11.41],
  "charge": 2,
  "spin_multiplicity": 2,
  "elements": ["O", "H", "C", "F", "C", "H", "O", "C", "C", "F", "H", "Ag", "C", "H", "N", "C", "H", "H", "H", "S", "O", "H", "H", "F", "C", "H", "C", "O", "H", "H", "H", "H", "C", "C"],
  "positions_angstrom": [[-2.67118, 1.37305, -1.72194], [3.48143, 0.19716, -0.74047], [-1.52180, 0.52345, -1.88131], [-2.57133, 0.81313, 2.79352], [-1.99698, 0.67810, 0.45448], [5.08667, -0.03393, 1.90245], [-2.79653, 2.94971, -0.13208], [2.92754, -1.31502, 0.69252], [-2.56107, 1.84412, -0.47749], [-4.18370, 0.60137, 1.32936], [0.76204, 1.25547, -2.83873], [-3.30108, 2.89987, 2.17125], [-2.94019, 0.21683, 1.59156], [-1.45749, -0.05907, -2.79999], [-2.89570, -1.14024, -0.91108], [0.87091, -0.89070, -0.27280], [-1.08003, 0.92917, 1.00748], [0.81381, 0.13616, 0.09379], [2.82374, 0.79047, 0.76858], [-0.15077, 1.75044, -1.96928], [1.69997, -1.65900, 0.66136], [1.25976, -0.89189, -1.29273], [-2.99083, -1.30737, -1.90654], [-2.92418, -1.05487, 1.81416], [4.92994, 0.28197, 0.87004], [-0.67699, -2.29689, -0.98412], [3.49651, 0.03318, 0.34450], [3.70760, -2.19942, 1.04474], [-0.78850, -1.80464, 0.69803], [5.08616, 1.36356, 0.84702], [-2.88275, -2.02444, -0.41543], [5.67494, -0.15049, 0.20055], [-0.57323, -1.44049, -0.31742], [-1.65671, -0.36873, -0.62398]],
  "atomic_forces_ev_per_a": [[0.40, 0.57, -0.37], [-0.18, -0.42, 0.06], [1.15, -0.11, 0.09], [-0.01, -0.26, -0.30], [0.80, -0.15, -0.02], [-0.08, -0.13, -0.16], [-0.90, 1.46, 0.67], [-0.36, 1.05, -0.73], [0.62, -2.54, 0.73], [-0.69, 0.18, 0.29], [-0.57, -0.36, 0.09], [-0.35, 1.33, 0.01], [0.33, 0.48, -1.13], [-0.85, 0.16, 0.00], [0.22, 0.41, 0.29], [-1.81, 0.72, -0.30], [-0.09, 0.62, -0.45], [0.33, -0.11, -0.06], [-0.13, -0.35, 0.07], [0.47, 0.27, 0.25], [-0.73, -0.19, -0.83], [0.59, -0.16, 0.38], [-0.15, -0.18, 0.13], [0.17, -1.16, 0.26], [-0.02, 0.35, -0.30], [0.08, 0.24, -0.12], [0.68, 0.55, 0.45], [1.33, -0.93, 0.77], [-0.10, -0.07, -0.23], [0.00, -0.15, -0.02], [-0.19, 0.01, -0.17], [-0.05, -0.16, 0.25], [0.95, 0.69, 1.12], [-0.88, -1.65, -0.69]]
}